No. 1
A 2-piece molecular cluster, C5H8F2Si overall at a distorted geometry, computed with wB97M-V/def2-TZVPD.

Each line ends with the natural charge from an NBO analysis.
CARTESIAN COORDINATES (ANGSTROEM)
C: 1.586 0.579 -0.442  0.03
C: 1.030 1.065 -1.409  -0.30
C: 2.435 -1.594 0.217  -0.61
C: -2.862 1.744 -0.137  -0.83
C: 1.884 -0.305 0.686  -0.50
F: -4.631 -0.702 0.683  -0.67
F: -2.435 -1.005 -0.523  -0.66
Si: -3.348 0.130 0.123  1.74
H: 2.492 -1.697 -0.871  0.23
H: 1.834 -2.462 0.747  0.22
H: 3.454 -1.713 0.698  0.21
H: -3.530 2.529 0.237  0.21
H: 0.750 1.506 -2.354  0.24
H: -1.955 2.179 -0.263  0.21
H: 2.459 0.143 1.518  0.23
H: 0.835 -0.397 1.091  0.24

## Properties
Total charge: 0
E_HOMO (spin up / spin down), Ha: -0.2139 / -0.3634
F_max, eV/A: 5.19
Energy relative to the best compared isomer or geometry (same formula, charge and spin), kcal/mol: 64.3
Energy, eV: -18622.973
Spin multiplicity: 3


No. 2
An isolated ion of composition C5H8F3N3S and charge +2 at a distorted geometry, computed with wB97M-V/def2-TZVPD.

Each line ends with the natural charge from an NBO analysis.
CARTESIAN COORDINATES (ANGSTROEM)
C: 0.853 -0.334 -1.613  -0.02
C: 0.308 -1.412 1.173  0.36
C: 1.277 0.081 -0.497  0.12
C: -1.672 -0.610 -0.001  -0.11
C: -1.473 0.886 0.226  0.94
N: 1.277 -0.519 0.853  -0.57
N: -0.931 -1.524 0.704  -0.50
N: 2.242 1.400 -0.353  -0.72
F: -1.021 1.585 -0.832  -0.33
F: -2.551 1.465 0.631  -0.26
F: -0.511 1.131 1.100  -0.32
S: -3.117 -1.209 -0.710  0.30
H: 0.363 -0.399 -2.677  0.33
H: 0.691 -2.292 1.638  0.25
H: 2.198 -0.903 1.182  0.45
H: -1.495 -2.276 1.170  0.48
H: 2.498 1.527 0.613  0.45
H: 1.593 2.070 -0.669  0.46
H: 3.204 1.378 -0.795  0.48
H: -3.731 -0.045 -1.140  0.22

## Properties
Total charge: +2
E_HOMO (spin up / spin down), Ha: -0.6666 / -0.5865
F_max, eV/A: 3.79
Energy relative to the best compared isomer or geometry (same formula, charge and spin), kcal/mol: 106.7
Energy, eV: -28750.076


No. 3
A 2-piece molecular cluster, C5H8F4O2 overall at a distorted geometry, computed with wB97M-V/def2-TZVPD.

Each line ends with the natural charge from an NBO analysis.
CARTESIAN COORDINATES (ANGSTROEM)
C: 0.137 1.127 0.543  -0.68
C: 1.222 -0.998 -0.378  -0.68
C: -0.070 -0.182 -0.145  0.03
C: -0.976 -0.162 -1.377  0.84
C: -1.159 -1.450 1.233  0.91
O: -0.344 0.484 -2.357  -0.70
O: -2.484 -1.493 1.047  -0.70
F: -1.297 -1.415 -1.877  -0.36
F: -2.226 0.376 -1.093  -0.35
F: -0.549 -2.662 1.192  -0.36
F: -0.745 -1.001 2.480  -0.38
H: 0.694 1.009 1.590  0.25
H: -0.959 1.457 0.723  0.24
H: 0.588 1.719 -0.219  0.23
H: 2.078 -0.341 -0.587  0.22
H: 0.985 -1.502 -1.340  0.23
H: 1.225 -1.750 0.495  0.26
H: -0.831 0.444 -3.163  0.50
H: -2.948 -1.896 1.804  0.49

## Properties
Total charge: 0
E_HOMO, Ha: -0.3642
F_max, eV/A: 4.11
Energy relative to the best compared isomer or geometry (same formula, charge and spin), kcal/mol: 28.0
Energy, eV: -20278.069


No. 4
An isolated ion of composition C5H8F7NO2PS and charge +1 at a distorted geometry, computed with wB97M-V/def2-TZVPD.

Each line ends with the natural charge from an NBO analysis.
CARTESIAN COORDINATES (ANGSTROEM)
N: 2.594 -1.382 0.484  -0.83
C: 3.165 -0.094 0.151  -0.21
C: 2.201 0.702 -0.751  -0.72
P: 1.106 1.827 0.144  0.70
S: -0.489 0.864 1.327  1.91
O: 0.078 -0.274 1.954  -0.82
O: -1.032 1.912 2.120  -0.84
C: -1.685 0.412 -0.029  0.42
F: -2.417 1.515 -0.247  -0.27
F: -0.945 0.143 -1.129  -0.31
C: -2.601 -0.783 0.313  0.55
F: -1.896 -1.773 0.859  -0.27
F: -3.514 -0.355 1.194  -0.28
C: -3.334 -1.341 -0.958  0.93
F: -3.653 -0.349 -1.790  -0.30
F: -4.432 -1.971 -0.572  -0.27
F: -2.511 -2.190 -1.585  -0.29
H: 2.039 -1.764 -0.264  0.36
H: 3.300 -2.057 0.721  0.39
H: 3.312 0.467 1.068  0.19
H: 4.104 -0.175 -0.382  0.21
H: 2.774 1.305 -1.447  0.29
H: 1.573 0.053 -1.348  0.28
H: 0.459 2.610 -0.820  0.08
H: 1.804 2.698 0.988  0.10

## Properties
Total charge: +1
E_HOMO, Ha: -0.4889
F_max, eV/A: 1.83
Energy, eV: -50036.809


No. 5
C5H8FIrO4 as an isolated structure at a distorted geometry, computed with wB97M-V/def2-TZVPD.

Each line ends with the natural charge from an NBO analysis.
CARTESIAN COORDINATES (ANGSTROEM)
O: 1.438 0.950 -0.693  -0.72
C: 2.261 -0.093 -0.670  0.42
C: 1.769 -1.140 0.333  -0.12
O: 1.191 -0.417 1.426  -0.47
C: 0.022 0.173 1.184  1.03
O: -0.930 -0.657 0.839  -0.44
O: -0.170 1.334 1.572  -0.68
C: -2.202 -0.121 0.415  -0.09
H: 2.578 -1.758 0.731  0.26
F: 3.579 0.289 -0.240  -0.36
H: 2.426 -0.554 -1.660  0.20
H: 1.006 -1.769 -0.143  0.22
H: -2.902 -0.948 0.576  0.23
H: -2.465 0.709 1.081  0.21
C: -2.181 0.309 -1.035  -0.64
H: -3.198 0.605 -1.326  0.26
H: -1.524 1.176 -1.184  0.20
H: -1.860 -0.515 -1.684  0.23
Ir: 1.164 2.428 0.478  1.26

## Properties
Total charge: +1
E_HOMO (spin up / spin down), Ha: -0.4752 / -0.5818
F_max, eV/A: 4.25
Energy relative to the best compared isomer or geometry (same formula, charge and spin), kcal/mol: 0.0
Energy, eV: -19047.403
Spin multiplicity: 6


No. 6
An isolated ion of composition C5H8FN2 and charge +1 at a distorted geometry, computed with wB97M-V/def2-TZVPD.

Each line ends with the natural charge from an NBO analysis.
CARTESIAN COORDINATES (ANGSTROEM)
N: 2.063 -1.453 -0.238  -0.72
C: 0.929 -0.620 0.311  0.21
N: 1.085 0.605 0.142  -0.38
C: 0.318 1.711 0.233  -0.06
C: -0.984 1.771 -0.128  -0.15
C: -1.786 0.621 -0.435  -0.33
C: -1.849 -0.453 0.354  0.26
F: -2.551 -1.528 -0.004  -0.31
H: 1.809 -1.858 -1.150  0.45
H: 2.319 -2.212 0.409  0.45
H: 2.871 -0.823 -0.377  0.46
H: 0.189 -1.239 0.801  0.20
H: 0.897 2.612 0.377  0.23
H: -1.415 2.739 -0.333  0.25
H: -2.370 0.632 -1.346  0.25
H: -1.525 -0.504 1.384  0.18

## Properties
Total charge: +1
E_HOMO, Ha: -0.4748
F_max, eV/A: 1.90
Energy relative to the best compared isomer or geometry (same formula, charge and spin), kcal/mol: 48.8
Energy, eV: -11003.293


No. 7
A single C5H8FNO molecule at a distorted geometry, computed with wB97M-V/def2-TZVPD.

Each line ends with the natural charge from an NBO analysis.
CARTESIAN COORDINATES (ANGSTROEM)
C: -2.424 0.513 -0.129  0.73
C: -0.397 0.132 1.250  -0.22
C: -1.020 -1.447 -0.640  0.13
C: 0.127 -0.717 -0.003  -0.30
C: 0.876 0.156 -1.026  -0.62
N: -1.585 0.929 0.814  -0.67
O: -3.523 0.750 -0.508  -0.54
F: -1.441 -2.527 0.258  -0.41
H: -0.738 -0.616 1.964  0.23
H: 0.366 0.883 1.354  0.22
H: -1.187 -1.819 -1.611  0.19
H: 0.868 -1.319 0.631  0.22
H: 1.200 -0.220 -1.930  0.22
H: 1.819 0.394 -0.665  0.21
H: 0.306 0.975 -1.182  0.21
H: -1.934 1.539 1.583  0.41

## Properties
Total charge: 0
E_HOMO (spin up / spin down), Ha: -0.2902 / -0.2900
F_max, eV/A: 4.54
Energy relative to the best compared isomer or geometry (same formula, charge and spin), kcal/mol: 95.7
Energy, eV: -11566.271


No. 8
A single C5H8FNO molecule at a distorted geometry, computed with wB97M-V/def2-TZVPD.

Each line ends with the natural charge from an NBO analysis.
CARTESIAN COORDINATES (ANGSTROEM)
C: 1.099 1.708 0.353  -0.67
C: -0.226 1.177 -0.351  0.09
C: -1.284 0.388 0.499  -0.47
C: -0.837 -1.014 0.534  0.16
F: -0.233 -1.079 1.731  -0.36
C: 0.388 -1.402 -0.422  0.00
N: 0.984 -0.661 -1.336  -0.08
O: 0.181 0.532 -1.547  -0.43
H: 1.768 1.086 1.162  0.24
H: 1.810 2.144 -0.364  0.23
H: 0.604 2.542 0.897  0.21
H: -0.975 2.015 -0.928  0.21
H: -2.254 0.488 0.018  0.22
H: -1.334 0.818 1.633  0.25
H: -1.550 -1.781 0.539  0.18
H: 0.844 -2.364 -0.480  0.21

## Properties
Total charge: 0
E_HOMO, Ha: -0.3560
F_max, eV/A: 4.11
Energy relative to the best compared isomer or geometry (same formula, charge and spin), kcal/mol: 113.0
Energy, eV: -11565.521


No. 9
C5H8FNO as an isolated structure at a distorted geometry, computed with wB97M-V/def2-TZVPD.

Each line ends with the natural charge from an NBO analysis.
CARTESIAN COORDINATES (ANGSTROEM)
C: -0.284 1.017 -0.315  0.04
C: -0.673 -0.344 -0.714  -0.25
C: -0.541 -1.005 0.655  -0.29
C: 1.089 0.281 0.107  -0.11
C: 0.911 -0.629 -1.138  0.18
H: -0.923 2.322 1.283  0.48
H: -0.108 1.591 -1.183  0.17
H: -1.788 -0.551 -1.258  0.23
H: -0.389 -2.026 0.221  0.24
H: -1.270 -0.860 1.499  0.23
H: 0.353 0.475 1.799  0.35
H: 1.937 0.997 0.066  0.21
H: 1.320 -0.372 -2.111  0.21
N: 0.617 -0.438 1.248  -0.58
O: -1.282 1.548 0.637  -0.73
F: 1.031 -2.006 -0.795  -0.36

## Properties
Total charge: 0
E_HOMO, Ha: -0.3298
F_max, eV/A: 4.41
Energy relative to the best compared isomer or geometry (same formula, charge and spin), kcal/mol: 119.6
Energy, eV: -11565.233


No. 10
C5H8FNS as an isolated structure at a distorted geometry, computed with wB97M-V/def2-TZVPD.

Each line ends with the natural charge from an NBO analysis.
CARTESIAN COORDINATES (ANGSTROEM)
C: -1.392 0.487 1.303  -0.43
C: 0.353 -0.042 -0.098  -0.05
C: -0.196 -1.098 -1.104  -0.45
C: 0.741 -0.076 -1.675  0.26
C: 1.379 -0.286 0.646  -0.18
H: -2.395 0.998 1.400  0.20
H: -1.450 -0.601 1.140  0.20
H: -0.823 0.848 2.213  0.19
H: -0.214 1.761 0.487  0.39
H: 0.293 -2.047 -1.001  0.23
H: -1.290 -0.939 -1.346  0.25
H: 0.112 0.649 -2.409  0.21
H: 1.944 -1.232 0.816  0.24
N: -0.610 0.922 0.206  -0.63
F: 1.898 -0.526 -2.112  -0.32
S: 1.651 1.183 1.534  -0.12

## Properties
Total charge: 0
E_HOMO, Ha: -0.3077
F_max, eV/A: 9.70
Energy relative to the best compared isomer or geometry (same formula, charge and spin), kcal/mol: 93.6
Energy, eV: -20352.942


No. 11
C5H8FNS as an isolated structure at a distorted geometry, computed with wB97M-V/def2-TZVPD.

Each line ends with the natural charge from an NBO analysis.
CARTESIAN COORDINATES (ANGSTROEM)
C: -1.025 1.626 -0.168  -0.43
C: 0.118 0.919 -0.044  0.17
C: -1.549 -0.889 0.284  0.21
C: 1.487 1.451 -0.398  -0.66
C: 0.681 -1.725 0.380  -0.44
N: -0.239 -0.684 0.865  -0.40
F: -1.479 -1.127 -1.102  -0.39
S: -2.480 0.737 0.421  0.20
H: -1.460 2.619 -0.597  0.27
H: -1.977 -1.758 0.778  0.20
H: 1.595 2.330 0.070  0.23
H: 1.492 1.518 -1.507  0.24
H: 2.238 0.695 -0.056  0.22
H: 0.457 -2.040 -0.589  0.20
H: 1.590 -1.208 0.591  0.21
H: 0.550 -2.463 1.072  0.20

## Properties
Total charge: 0
E_HOMO, Ha: -0.3066
F_max, eV/A: 5.38
Energy relative to the best compared isomer or geometry (same formula, charge and spin), kcal/mol: 65.6
Energy, eV: -20354.154


No. 12
C5H8FO4Sc as an isolated structure at a distorted geometry, computed with wB97M-V/def2-TZVPD.

Each line ends with the natural charge from an NBO analysis.
CARTESIAN COORDINATES (ANGSTROEM)
O: 1.343 0.893 -0.636  -0.92
C: 2.217 -0.115 -0.662  0.45
C: 1.797 -1.174 0.362  -0.13
O: 1.197 -0.460 1.446  -0.48
C: 0.048 0.158 1.147  1.07
O: -0.915 -0.667 0.799  -0.46
O: -0.151 1.306 1.587  -0.79
C: -2.187 -0.117 0.397  -0.08
H: 2.642 -1.746 0.755  0.24
F: 3.530 0.317 -0.287  -0.40
H: 2.350 -0.561 -1.662  0.16
H: 1.055 -1.840 -0.098  0.21
H: -2.895 -0.935 0.568  0.22
H: -2.430 0.717 1.066  0.20
C: -2.187 0.318 -1.051  -0.64
H: -3.206 0.626 -1.323  0.24
H: -1.528 1.181 -1.210  0.20
H: -1.885 -0.508 -1.709  0.23
Sc: 1.205 2.607 0.512  1.67

## Properties
Total charge: +1
E_HOMO (spin up / spin down), Ha: -0.4495 / -0.5223
F_max, eV/A: 2.81
Energy relative to the best compared isomer or geometry (same formula, charge and spin), kcal/mol: 3.8
Energy, eV: -36916.060
Spin multiplicity: 2


No. 13
An isolated ion of composition C5H8IN2 and charge +1 at a distorted geometry, computed with wB97M-V/def2-TZVPD.

Each line ends with the natural charge from an NBO analysis.
CARTESIAN COORDINATES (ANGSTROEM)
C: -1.402 -1.493 -0.143  -0.71
C: -0.369 -0.469 -0.110  0.34
N: -0.581 0.742 0.316  -0.47
C: 0.231 1.899 0.191  0.24
N: 1.403 2.037 -0.216  -0.33
C: 2.515 1.345 -0.486  -0.10
C: 3.152 0.517 0.367  -0.40
I: 5.070 -0.214 0.008  0.24
H: -2.340 -1.169 0.303  0.25
H: -1.054 -2.407 0.347  0.29
H: -1.583 -1.790 -1.184  0.30
H: 0.624 -0.703 -0.482  0.25
H: -1.527 0.955 0.642  0.44
H: -0.325 2.799 0.433  0.21
H: 3.005 1.676 -1.396  0.24
H: 2.754 0.289 1.345  0.22

## Properties
Total charge: +1
E_HOMO (spin up / spin down), Ha: -0.4377 / -0.4377
F_max, eV/A: 2.35
Energy relative to the best compared isomer or geometry (same formula, charge and spin), kcal/mol: 41.2
Energy, eV: -16386.639


No. 14
A 2-piece molecular cluster, C5H8IN2S overall at a distorted geometry, computed with wB97M-V/def2-TZVPD.

Each line ends with the natural charge from an NBO analysis.
CARTESIAN COORDINATES (ANGSTROEM)
C: 0.993 -0.641 -3.141  0.00
C: 0.465 0.600 -3.371  -0.40
C: 0.243 -0.076 -1.025  -0.13
C: -0.796 1.367 2.637  -0.43
C: -0.531 -0.874 1.768  -0.12
N: 0.880 -0.989 -1.783  -0.45
N: -0.603 -0.132 2.810  -0.58
S: -0.139 1.297 -1.940  0.62
I: -0.229 -2.907 2.062  0.15
H: 1.386 -1.276 -3.836  0.24
H: 0.578 1.003 -4.264  0.26
H: -0.099 2.063 3.278  0.24
H: -0.670 1.494 1.518  0.21
H: -1.821 1.787 2.990  0.24
H: -0.008 -0.230 0.054  0.30
H: -0.690 -0.541 3.765  0.40
H: 1.042 -1.941 -1.524  0.45

## Properties
Total charge: +1
E_HOMO, Ha: -0.4367
F_max, eV/A: 4.93
Energy relative to the best compared isomer or geometry (same formula, charge and spin), kcal/mol: 30.0
Energy, eV: -27221.589


No. 15
C5H8LiO3Pd as an isolated structure at a distorted geometry, computed with wB97M-V/def2-TZVPD.

Each line ends with the Löwdin spin population.
CARTESIAN COORDINATES (ANGSTROEM)
C: 1.046 -0.506 -2.873  0.89
C: 0.211 0.296 -3.434  0.85
H: 2.083 -0.399 -2.558  0.06
H: 0.799 -0.308 -4.423  0.02
H: 0.439 0.836 -2.324  0.07
Li: -1.016 -2.477 -0.790  0.01
O: 0.227 0.408 0.890  0.04
Pd: 0.972 2.387 0.237  0.85
O: 0.653 1.141 -1.054  0.10
C: 0.505 0.070 -0.339  0.02
O: 0.244 -1.038 -0.857  0.08
C: -0.702 -0.386 1.676  0.01
C: -0.855 0.320 2.996  0.00
H: -1.656 -0.465 1.136  0.00
H: -0.269 -1.391 1.762  0.00
H: -1.346 1.292 2.856  0.00
H: -1.458 -0.317 3.656  0.00
H: 0.123 0.536 3.444  0.00

## Properties
Total charge: +2
E_HOMO (spin up / spin down), Ha: -0.5632 / -0.6453
F_max, eV/A: 8.93
Energy relative to the best compared isomer or geometry (same formula, charge and spin), kcal/mol: 108.4
Energy, eV: -15114.338
Spin multiplicity: 4